Below is C31H38ClN5O4S2SiTc as an isolated structure at a distorted geometry, with properties calculated with ωB97M-V with the def2-TZVPD basis set.

Positions of all 83 atoms, in Å:
Tc (-0.43, 0.14, 0.07)
O (0.53, -0.36, 4.56)
C (0.63, -1.71, 4.60)
C (0.90, -2.36, 5.80)
C (1.02, -3.74, 5.84)
C (0.86, -4.50, 4.68)
C (0.58, -3.86, 3.50)
C (0.46, -2.46, 3.43)
C (0.15, -1.85, 2.13)
O (-0.06, -0.59, 2.01)
N (0.10, -2.65, 1.06)
N (-0.24, -1.92, -0.03)
C (-0.07, -2.58, -1.14)
S (0.61, -4.18, -1.14)
C (0.82, -4.23, -2.94)
C (-0.24, -3.37, -3.58)
S (-0.38, -1.80, -2.66)
H (0.74, -0.01, 5.44)
H (1.03, -1.78, 6.70)
H (1.23, -4.22, 6.78)
H (0.95, -5.57, 4.72)
H (0.45, -4.43, 2.59)
H (0.69, -5.27, -3.26)
H (1.83, -3.92, -3.21)
H (-1.24, -3.77, -3.43)
H (-0.09, -3.16, -4.63)
C (-2.65, 0.94, 4.01)
Si (-3.04, 0.38, 2.29)
C (-4.71, 0.86, 1.63)
C (-2.95, -1.47, 2.19)
N (-1.79, 1.19, 1.18)
C (-1.78, 2.54, 1.01)
C (-2.62, 3.43, 1.73)
C (-2.64, 4.77, 1.46)
C (-1.83, 5.30, 0.45)
C (-0.97, 4.48, -0.26)
C (-0.91, 3.14, 0.06)
O (-0.05, 2.23, -0.54)
C (1.25, 2.41, -1.01)
C (1.92, 1.09, -0.94)
C (3.37, 1.10, -1.24)
C (4.01, 2.27, -1.48)
C (3.30, 3.49, -1.56)
C (1.91, 3.55, -1.31)
H (-3.03, 0.19, 4.71)
H (-3.09, 1.90, 4.29)
H (-1.57, 0.99, 4.13)
H (-5.46, 0.54, 2.36)
H (-4.89, 0.32, 0.71)
H (-4.86, 1.92, 1.44)
H (-3.96, -1.84, 2.36)
H (-2.30, -1.89, 2.96)
H (-2.64, -1.85, 1.22)
H (-3.27, 3.04, 2.50)
H (-3.30, 5.42, 2.02)
H (-1.87, 6.35, 0.21)
H (-0.38, 4.90, -1.05)
H (2.11, -0.24, 0.72)
H (3.90, 0.17, -1.13)
H (5.08, 2.27, -1.63)
H (3.83, 4.41, -1.78)
H (1.43, 4.51, -1.31)
Cl (-3.15, -0.84, -1.44)
C (-1.91, 0.45, -1.48)
H (-2.44, 1.38, -1.29)
H (-1.51, 0.51, -2.50)
O (1.79, 1.55, 1.40)
N (1.64, 0.65, 0.50)
C (1.06, -0.85, -5.24)
C (1.81, -0.26, -4.04)
C (3.21, -0.88, -3.98)
C (1.87, 1.27, -4.25)
C (1.09, -0.51, -2.72)
N (1.07, 0.02, -1.60)
H (1.43, -0.36, -6.14)
H (-0.02, -0.68, -5.21)
H (1.27, -1.91, -5.35)
H (3.65, -0.82, -4.98)
H (3.18, -1.93, -3.69)
H (3.87, -0.34, -3.30)
H (2.44, 1.46, -5.16)
H (2.37, 1.78, -3.43)
H (0.87, 1.69, -4.38)

Summary:
Expectation value of S²   0.8148
Charge   +2
2S+1   2
Maximum force   1.77 eV Å⁻¹
Gap between HOMO and LUMO (alpha / beta)   4.38 / 4.57 eV
HOMO energy (alpha / beta)   -12.57 / -12.70 eV

Results of the Löwdin charge analysis, in e, for atoms 1 through 2: atom 1 (Tc): 1.4567, atom 2 (O): 0.0710

=====

Below is C31H38CoN2P2Se3Si2Te as an isolated structure, with properties calculated with ωB97M-V with the def2-TZVPD basis set.

Positions of all 80 atoms, in Å:
Co (1.34, -0.04, 1.51)
C (0.83, 3.28, 3.60)
Si (0.37, 3.21, 1.79)
C (1.73, 3.96, 0.73)
C (-1.12, 4.36, 1.57)
N (0.09, 1.59, 1.29)
P (-1.17, 0.66, 0.89)
C (-0.71, -0.91, 0.62)
P (0.33, -1.35, -0.61)
N (1.85, -0.88, -0.31)
Si (3.38, -1.49, -0.79)
C (4.51, -0.08, -1.31)
C (3.29, -2.65, -2.27)
C (4.17, -2.46, 0.61)
C (-0.15, -0.77, -2.28)
C (0.75, -0.08, -3.08)
C (0.36, 0.39, -4.33)
C (-0.94, 0.19, -4.77)
C (-1.85, -0.48, -3.96)
C (-1.46, -0.96, -2.73)
C (0.30, -3.17, -0.77)
C (0.50, -3.91, 0.39)
C (0.54, -5.29, 0.35)
C (0.37, -5.96, -0.85)
C (0.16, -5.24, -2.02)
C (0.13, -3.85, -1.98)
C (-2.40, 0.66, 2.25)
C (-3.19, 1.78, 2.52)
C (-4.07, 1.78, 3.60)
C (-4.17, 0.66, 4.41)
C (-3.40, -0.46, 4.14)
C (-2.53, -0.46, 3.06)
C (-2.10, 1.45, -0.47)
C (-3.44, 1.17, -0.70)
C (-4.10, 1.71, -1.80)
C (-3.41, 2.52, -2.69)
C (-2.07, 2.79, -2.48)
C (-1.42, 2.26, -1.38)
H (1.00, 4.31, 3.93)
H (1.72, 2.69, 3.81)
H (0.01, 2.87, 4.20)
H (1.93, 5.00, 1.00)
H (1.43, 3.94, -0.32)
H (2.67, 3.41, 0.81)
H (-0.76, 5.39, 1.51)
H (-1.80, 4.29, 2.41)
H (-1.67, 4.15, 0.65)
H (4.11, 0.43, -2.18)
H (5.50, -0.46, -1.57)
H (4.63, 0.65, -0.51)
H (2.68, -2.24, -3.08)
H (2.87, -3.62, -2.00)
H (4.30, -2.82, -2.66)
H (4.28, -1.83, 1.50)
H (5.15, -2.85, 0.34)
H (3.53, -3.30, 0.88)
H (1.75, 0.09, -2.72)
H (1.07, 0.93, -4.95)
H (-1.25, 0.57, -5.74)
H (-2.87, -0.61, -4.30)
H (-2.17, -1.46, -2.08)
H (0.61, -3.38, 1.34)
H (0.70, -5.85, 1.27)
H (0.39, -7.04, -0.89)
H (0.02, -5.75, -2.96)
H (-0.02, -3.29, -2.89)
H (-3.13, 2.65, 1.88)
H (-4.67, 2.65, 3.80)
H (-4.85, 0.66, 5.26)
H (-3.47, -1.34, 4.77)
H (-1.94, -1.34, 2.81)
H (-3.98, 0.53, -0.01)
H (-5.15, 1.49, -1.96)
H (-3.92, 2.93, -3.55)
H (-1.52, 3.41, -3.19)
H (-0.36, 2.46, -1.21)
Se (0.96, -1.44, 3.57)
Se (2.84, -1.82, 4.82)
Te (4.52, -0.03, 4.22)
Se (3.60, 1.07, 2.28)

Summary:
Energy relative to the best compared isomer or geometry (same formula, charge and spin)   0.000 eV
Expectation value of S²   6.0210
Charge   -1
2S+1   5
Maximum force   0.36 eV Å⁻¹
Gap between HOMO and LUMO (alpha / beta)   6.16 / 4.92 eV
HOMO energy (alpha / beta)   -4.11 / -4.49 eV

Results of the Löwdin charge analysis, in e, for atoms 1 through 2: atom 1 (Co): 0.0846, atom 2 (C): -0.1865

=====

Below is C31H38F6IrN2P2SbSi2 as an isolated structure at a distorted geometry, with properties calculated with ωB97M-V with the def2-TZVPD basis set.

Positions of all 83 atoms, in Å:
Ir (-0.45, 0.85, -1.08)
C (-0.88, 4.23, 0.30)
Si (-0.49, 2.89, 1.54)
C (-1.61, 2.96, 3.03)
C (1.31, 2.89, 2.01)
N (-0.81, 1.33, 0.75)
P (-1.48, -0.18, 1.03)
C (-0.54, -1.10, -0.05)
P (1.13, -1.23, -0.47)
N (1.39, 0.32, -1.01)
Si (2.52, 1.15, -2.14)
C (2.65, 0.24, -3.75)
C (4.17, 1.29, -1.29)
C (1.67, 2.80, -2.37)
C (1.42, -2.38, -1.80)
C (0.43, -2.58, -2.75)
C (0.69, -3.36, -3.86)
C (1.94, -3.95, -4.01)
C (2.93, -3.77, -3.06)
C (2.68, -2.98, -1.94)
C (2.19, -1.69, 0.89)
C (2.99, -0.74, 1.53)
C (3.71, -1.08, 2.66)
C (3.64, -2.37, 3.16)
C (2.84, -3.33, 2.53)
C (2.12, -2.99, 1.40)
C (-1.52, -0.57, 2.77)
C (-2.72, -0.64, 3.48)
C (-2.68, -0.87, 4.85)
C (-1.46, -1.02, 5.50)
C (-0.27, -0.95, 4.79)
C (-0.30, -0.72, 3.43)
C (-3.19, -0.14, 0.47)
C (-3.86, 1.07, 0.29)
C (-5.17, 1.06, -0.17)
C (-5.80, -0.14, -0.44)
C (-5.13, -1.34, -0.25)
C (-3.83, -1.34, 0.21)
H (-0.34, 5.14, 0.56)
H (-1.94, 4.46, 0.28)
H (-0.58, 3.96, -0.71)
H (-1.60, 3.97, 3.44)
H (-1.29, 2.27, 3.81)
H (-2.64, 2.72, 2.77)
H (1.63, 3.88, 2.36)
H (1.94, 2.63, 1.15)
H (1.51, 2.18, 2.81)
H (3.26, -0.66, -3.67)
H (3.11, 0.90, -4.49)
H (1.67, -0.04, -4.13)
H (4.57, 0.31, -1.03)
H (4.10, 1.89, -0.37)
H (4.89, 1.78, -1.95)
H (0.64, 2.70, -2.73)
H (2.18, 3.38, -3.14)
H (1.67, 3.40, -1.45)
H (-0.55, -2.13, -2.62)
H (-0.08, -3.51, -4.61)
H (2.14, -4.57, -4.88)
H (3.90, -4.24, -3.17)
H (3.45, -2.83, -1.20)
H (3.03, 0.27, 1.14)
H (4.34, -0.34, 3.14)
H (4.20, -2.64, 4.04)
H (2.79, -4.33, 2.93)
H (1.51, -3.74, 0.90)
H (-3.66, -0.53, 2.98)
H (-3.60, -0.93, 5.41)
H (-1.44, -1.19, 6.57)
H (0.67, -1.07, 5.30)
H (0.63, -0.66, 2.87)
H (-3.36, 2.01, 0.49)
H (-5.68, 2.00, -0.34)
H (-6.82, -0.14, -0.81)
H (-5.63, -2.28, -0.47)
H (-3.29, -2.28, 0.32)
F (-2.26, 0.74, -2.10)
Sb (-2.27, 0.97, -4.11)
F (-3.95, 1.76, -3.93)
F (-1.43, 2.60, -3.67)
F (-2.07, 1.15, -5.94)
F (-0.56, 0.17, -3.81)
F (-3.01, -0.75, -4.15)

Summary:
Energy relative to the best compared isomer or geometry (same formula, charge and spin)   0.000 eV
Expectation value of S²   0.7573
Charge   +1
2S+1   2
Maximum force   1.55 eV Å⁻¹
Gap between HOMO and LUMO (alpha / beta)   7.48 / 7.00 eV
HOMO energy (alpha / beta)   -11.43 / -11.47 eV

Results of the Löwdin charge analysis, in e, for atoms 1 through 2: atom 1 (Ir): 1.3055, atom 2 (C): -0.1595

=====

Below is C31H38N2P2Si2Sn as an isolated structure, with properties calculated with ωB97M-V with the def2-TZVPD basis set.

Positions of all 76 atoms, in Å:
Sn (0.50, 2.00, -1.43)
C (-0.80, 4.85, 0.84)
Si (-1.64, 3.20, 1.10)
C (-2.04, 3.03, 2.91)
C (-3.22, 3.16, 0.11)
N (-0.61, 1.95, 0.47)
P (0.39, 0.88, 1.19)
C (1.53, 0.39, 0.00)
P (1.00, -0.74, -1.16)
N (-0.21, -0.04, -1.99)
Si (-1.48, -0.57, -3.04)
C (-1.47, 0.57, -4.52)
C (-1.33, -2.35, -3.59)
C (-3.13, -0.37, -2.19)
C (0.54, -2.44, -0.71)
C (1.47, -3.48, -0.79)
C (1.10, -4.78, -0.45)
C (-0.19, -5.04, -0.03)
C (-1.12, -4.01, 0.04)
C (-0.76, -2.72, -0.30)
C (2.45, -0.95, -2.27)
C (3.74, -0.90, -1.75)
C (4.84, -0.98, -2.60)
C (4.66, -1.10, -3.97)
C (3.37, -1.13, -4.49)
C (2.28, -1.05, -3.65)
C (1.31, 1.74, 2.52)
C (2.39, 2.54, 2.14)
C (3.07, 3.29, 3.09)
C (2.70, 3.24, 4.43)
C (1.63, 2.44, 4.81)
C (0.94, 1.70, 3.86)
C (-0.56, -0.39, 2.05)
C (0.09, -1.38, 2.79)
C (-0.63, -2.39, 3.41)
C (-2.02, -2.41, 3.30)
C (-2.68, -1.43, 2.56)
C (-1.95, -0.43, 1.94)
H (-1.46, 5.69, 1.10)
H (-0.51, 4.97, -0.20)
H (0.10, 4.92, 1.46)
H (-2.87, 3.71, 3.16)
H (-1.18, 3.31, 3.53)
H (-2.35, 2.02, 3.19)
H (-3.79, 4.09, 0.24)
H (-3.87, 2.33, 0.41)
H (-3.00, 3.05, -0.96)
H (-0.55, 0.45, -5.11)
H (-1.51, 1.60, -4.18)
H (-2.32, 0.39, -5.19)
H (-0.31, -2.64, -3.84)
H (-1.95, -2.51, -4.48)
H (-1.68, -3.03, -2.81)
H (-3.19, 0.61, -1.71)
H (-3.28, -1.13, -1.42)
H (-3.95, -0.45, -2.90)
H (2.48, -3.28, -1.12)
H (1.83, -5.58, -0.52)
H (-0.48, -6.05, 0.23)
H (-2.14, -4.22, 0.37)
H (-1.49, -1.93, -0.27)
H (3.88, -0.77, -0.68)
H (5.84, -0.94, -2.18)
H (5.51, -1.15, -4.63)
H (3.23, -1.20, -5.56)
H (1.28, -1.05, -4.06)
H (2.70, 2.55, 1.11)
H (3.91, 3.91, 2.78)
H (3.24, 3.81, 5.17)
H (1.34, 2.39, 5.85)
H (0.10, 1.09, 4.18)
H (1.18, -1.36, 2.86)
H (-0.12, -3.16, 3.97)
H (-2.58, -3.20, 3.78)
H (-3.76, -1.46, 2.47)
H (-2.45, 0.33, 1.34)

Summary:
Maximum force   0.64 eV Å⁻¹
Gap between HOMO and LUMO   8.09 eV
HOMO energy   -7.65 eV

Results of the Löwdin charge analysis, in e, for atoms 1 through 2: atom 1 (Sn): 1.0113, atom 2 (C): -0.1838